A cluster of 2 separate species, CH3Cl2OPS in total. Source: OMol25; level of theory: the ωB97M-V functional and the def2-TZVPD basis.

XYZ file:
```
9
Properties=species:S:1:pos:R:3:forces:R:3
C -0.163184 -0.686695 0.879289 -2.116 -0.565 -0.754
O 1.857123 0.000889 -1.064994 7.960 -6.076 -2.153
P -0.951856 0.858526 0.983692 -2.040 1.166 1.958
S -2.710422 0.461633 2.086517 2.119 -0.036 -1.087
Cl -0.813071 -2.077790 0.208659 0.351 0.166 0.172
Cl -1.477146 1.226220 -0.952266 -0.383 -0.010 -0.871
H 0.864808 -0.550788 0.925927 2.039 -0.818 0.717
H 1.242229 0.563368 -1.074655 -8.367 7.159 0.873
H 2.151519 0.204634 -1.992169 0.438 -0.985 1.144
```
Positions in Å, forces in eV/Å.

Computed properties:
net charge = 0
2S+1 = 1
LUMO energy (spin up / spin down) = -3.15 / -3.16 eV
E_tot = -1774.94656 Ha